A molecular structure, C43H52FI2N8O3RbS3 in a non-equilibrium geometry. Source: OMol25; level of theory: the ωB97M-V functional and the def2-TZVPD basis.

Each line ends with the Mulliken charge.
CARTESIAN COORDINATES (ANGSTROEM)
Rb 0.390 -0.495 0.020  0.686
N 2.302 -0.223 -2.474  -0.184
C 3.093 1.006 -2.457  -1.045
C 2.268 2.190 -1.971  -0.573
N 1.816 2.137 -0.580  1.010
C 1.089 3.361 -0.255  -0.997
C -0.271 3.520 -0.922  -1.006
N -1.212 2.472 -0.523  0.197
C 2.915 1.906 0.361  -0.738
C 3.056 0.431 0.780  -1.170
N 2.203 0.135 1.931  -0.175
H 2.879 -0.993 -2.791  0.197
H 1.562 -0.119 -3.166  -0.035
H 3.462 1.279 -3.453  0.501
H 3.961 0.851 -1.813  0.353
H 1.388 2.246 -2.616  0.128
H 2.865 3.105 -2.142  0.263
H 1.687 4.253 -0.515  0.260
H 0.920 3.373 0.823  0.522
H -0.178 3.492 -2.011  0.482
H -0.626 4.525 -0.653  0.397
H -2.150 2.748 -0.787  0.310
H -1.213 2.363 0.489  -0.328
H 2.727 2.477 1.273  0.658
H 3.868 2.260 -0.059  0.295
H 4.112 0.218 0.988  0.350
H 2.751 -0.206 -0.049  0.405
H 2.700 0.313 2.792  0.226
H 1.936 -0.848 1.923  0.068
S -0.304 1.933 2.884  -0.123
C -1.328 1.306 4.014  -0.087
N -1.261 1.621 5.329  0.182
C -2.153 0.980 6.279  -0.830
C -2.282 -0.477 5.906  -0.683
N -2.792 -0.564 4.549  0.349
C -3.781 -1.612 4.301  -1.848
C -5.152 -1.251 4.838  0.726
C -5.925 -0.259 4.234  -0.026
C -7.168 0.077 4.749  -0.804
C -7.660 -0.572 5.873  -0.371
C -6.894 -1.549 6.486  -0.672
C -5.647 -1.882 5.974  -0.260
C -2.379 0.309 3.611  0.013
S -2.942 0.321 2.058  -0.054
C -0.345 2.620 5.864  -1.263
C 0.590 2.009 6.878  0.350
C 1.386 0.928 6.507  -0.096
C 2.229 0.330 7.430  -0.767
C 2.284 0.806 8.734  -0.383
C 1.490 1.878 9.110  -0.597
C 0.641 2.473 8.186  -0.257
H -3.143 1.452 6.262  0.312
H -1.726 1.080 7.275  0.479
H -2.994 -0.968 6.570  0.465
H -1.313 -0.979 5.997  0.276
H -3.423 -2.515 4.798  0.487
H -3.805 -1.799 3.229  0.582
H -5.549 0.243 3.355  0.339
H -7.756 0.847 4.266  0.411
H -8.636 -0.318 6.267  0.379
H -7.269 -2.058 7.366  0.377
H -5.063 -2.657 6.458  0.384
H -0.927 3.432 6.311  0.360
H 0.213 3.018 5.021  0.355
H 1.346 0.562 5.486  0.540
H 2.844 -0.510 7.133  0.418
H 2.942 0.340 9.456  0.373
H 1.524 2.250 10.126  0.378
H 0.021 3.311 8.484  0.360
C 0.242 -8.004 -1.552  -1.416
C -0.900 -7.577 -0.628  -0.232
C -2.216 -8.284 -0.932  -1.056
C -2.709 -7.909 -2.325  -1.279
C -2.737 -6.409 -2.481  1.162
C -3.570 -5.825 -3.411  -0.725
C -3.606 -4.442 -3.547  0.023
F -4.446 -3.898 -4.456  -0.377
C -2.834 -3.627 -2.771  -0.549
C -1.994 -4.192 -1.807  0.527
C -1.209 -3.307 -0.939  0.827
O -1.237 -2.080 -1.083  -0.126
C -0.429 -3.962 0.074  0.267
C -0.386 -5.308 0.121  -0.192
N -1.098 -6.129 -0.706  0.133
C -1.932 -5.589 -1.660  -0.719
C 0.331 -3.021 1.028  -0.350
O -0.330 -2.561 1.975  -0.654
O 1.503 -2.746 0.697  -0.728
H 0.362 -9.088 -1.536  0.389
H 1.174 -7.547 -1.220  0.385
H 0.056 -7.684 -2.578  0.359
H -0.612 -7.805 0.400  0.523
H -2.960 -7.977 -0.193  0.352
H -2.075 -9.362 -0.842  0.442
H -3.710 -8.310 -2.490  0.458
H -2.059 -8.351 -3.084  0.363
H -4.207 -6.440 -4.034  0.515
H -2.855 -2.551 -2.889  0.544
H 0.229 -5.824 0.850  0.487
S -3.046 -0.040 -1.135  -0.027
C -4.606 0.003 -1.804  0.557
N -4.853 0.077 -3.137  0.310
C -6.092 0.107 -3.678  -0.240
C -7.192 0.059 -2.885  -0.716
C -7.001 -0.038 -1.490  -0.196
C -5.744 -0.073 -0.962  -0.986
H -4.025 0.153 -3.731  -0.099
H -6.131 0.169 -4.756  0.447
H -8.182 0.090 -3.313  0.397
H -7.861 -0.083 -0.835  0.460
H -5.573 -0.151 0.103  0.474
I -1.561 0.362 -3.003  -0.017
I 0.073 0.942 -5.449  -0.548

- charge = 0
- HOMO-LUMO gap (eV) = 7.0
- spin multiplicity = 1
- LUMO level (eV) = -0.3711
- energy relative to the best compared isomer or geometry (same formula, charge and spin) (eV) = 1.4391
- HOMO energy (hartree) = -0.271